No. 1
Molecular formula: C4H5NO
Method: DFT, ωB97M-V/def2-TZVPD

## Properties
ΔE to the lowest compared entry with this formula, charge and spin = 105.2 kcal/mol
E_HOMO = -9.285 eV
net charge = 0
frontier orbital gap = 8.34 eV

Geometry as XYZ:
```
11
Properties=species:S:1:pos:R:3:mulliken_charge:R:1
O 1.55 -1.12 -0.05 -0.16
N 0.25 -1.26 0.09 -0.19
C 0.55 1.04 -0.02 -0.62
C -1.84 -0.01 0.21 -0.94
C -0.35 -0.08 0.10 0.70
C 1.80 0.31 -0.20 -0.21
H -2.28 -1.01 0.27 0.31
H -2.25 0.49 -0.68 0.24
H 2.08 0.47 -1.25 0.28
H 2.65 0.58 0.44 0.33
H -2.15 0.57 1.08 0.26
```

---

No. 2
Molecular formula: C4H5NO
Method: DFT, ωB97M-V/def2-TZVPD

## Properties
ΔE to the lowest compared entry with this formula, charge and spin = 113.0 kcal/mol
E_HOMO = -8.220 eV
net charge = 0
frontier orbital gap = 7.69 eV

Geometry as XYZ:
```
11
Properties=species:S:1:pos:R:3:mulliken_charge:R:1
O -2.67 -0.23 0.30 -0.28
N -0.80 1.72 -0.35 -0.56
C 1.54 0.74 0.13 -0.02
C 0.25 1.30 -0.02 0.45
C -2.17 -1.38 0.00 -0.14
C 1.72 -0.63 0.00 -0.62
H 2.54 -1.18 0.27 0.32
H 0.80 -1.15 -0.34 0.14
H -1.30 -1.21 -0.58 0.03
H -2.36 0.69 0.03 0.41
H 2.46 1.31 0.57 0.26
```

---

No. 3
Molecular formula: C4H5NO
Method: DFT, ωB97M-V/def2-TZVPD

## Properties
ΔE to the lowest compared entry with this formula, charge and spin = 45.3 kcal/mol
E_HOMO = -9.143 eV
net charge = 0
frontier orbital gap = 9.42 eV

Geometry as XYZ:
```
11
Properties=species:S:1:pos:R:3:mulliken_charge:R:1
O -2.92 -0.14 0.52 -0.44
N -1.03 0.86 -0.52 -0.57
C 0.08 0.17 -0.23 0.81
C -1.85 -0.04 0.06 0.45
C 1.41 0.81 -0.08 -1.08
C -0.35 -1.16 0.10 -0.67
H 1.49 1.66 -0.76 0.35
H 2.22 0.10 -0.25 0.32
H -0.66 -1.78 -0.73 0.26
H 1.51 1.20 0.94 0.27
H 0.10 -1.68 0.94 0.29
```